Entry from the OMol25 dataset: a 3-piece molecular cluster, C20H27FNO11PS3 overall (ωB97M-V with the def2-TZVPD basis set).

Calculated values
HOMO energy in eV: -10.27
SMILES string: O=[PH2]c1cc2c(cc1S(=O)(=O)F)C(=O)N(CCCC(=O)O)C2=O.O=S1(=O)CCCC1.O=S1(=O)CCCC1
Lowest unoccupied orbital energy in eV: -1.53
Multiplicity: 1
Kohn-Sham gap in eV: 8.74
Charge: 0
Energy in eV: -89702.715
Energy above the lowest of the compared OMol25 structures with the same formula, charge and spin in kcal/mol: 0.0

Positions of all 64 atoms, in Å:
O 6.20300 0.55854 -3.63134
P 6.21730 -0.44703 -2.55102
C 4.64484 -0.63294 -1.65419
C 3.70055 -1.47450 -2.22117
C 2.48870 -1.62140 -1.57920
C 2.22146 -0.96888 -0.39217
C 3.12771 -0.12016 0.19901
C 4.34110 0.04133 -0.45481
S 5.45275 1.14774 0.36724
O 4.72072 1.96513 1.26723
O 6.61171 0.43905 0.78473
F 5.87415 2.03579 -0.84352
C 0.84795 -1.35629 0.04270
O 0.36503 -1.22590 1.13465
N 0.25662 -2.03804 -1.04132
C -1.09486 -1.72448 -1.51216
C -1.23224 -0.32270 -2.14687
C -2.05202 0.69336 -1.33661
C -1.46040 0.88400 0.03212
O -0.46462 1.53702 0.23013
O -2.11417 0.23278 1.01356
C 1.27176 -2.41171 -1.95594
O 1.17244 -3.24726 -2.81133
H 7.15684 -0.23726 -1.53508
H 6.45837 -1.76887 -2.96478
H 3.90049 -1.99419 -3.15022
H 2.88458 0.39051 1.11915
H -1.79635 -1.82891 -0.68526
H -1.37662 -2.47726 -2.24649
H -1.75183 -0.45600 -3.09790
H -0.26010 0.11067 -2.39012
H -3.10191 0.40795 -1.27676
H -1.99765 1.66693 -1.82645
H -1.49593 0.18345 1.76060
C -0.76666 5.08428 2.38356
C 0.69165 5.55134 2.48975
C 1.15076 5.94277 1.07979
S -0.32842 6.47320 0.20134
O -0.58219 5.55261 -0.87726
O -0.27492 7.89155 -0.04309
C -1.47906 6.12925 1.53072
H -1.23366 4.98644 3.36265
H -0.80810 4.11038 1.88995
H 0.75011 6.41834 3.15086
H 1.33397 4.77711 2.90616
H 1.86058 6.76565 1.07895
H 1.56197 5.09571 0.53424
H -2.41884 5.78874 1.10298
H -1.63022 7.05961 2.07747
C -4.41110 -5.72887 1.66100
C -3.03246 -5.08117 1.85096
C -2.53814 -4.64316 0.46708
S -4.01735 -4.31196 -0.50842
O -4.08172 -5.26258 -1.58766
O -4.11942 -2.89639 -0.76951
C -5.19525 -4.78743 0.75295
H -4.92241 -5.87955 2.61029
H -4.30208 -6.70265 1.17930
H -3.12461 -4.21012 2.50232
H -2.32566 -5.76548 2.31715
H -1.93577 -3.73876 0.50331
H -1.98960 -5.43308 -0.04222
H -6.05590 -5.24626 0.27251
H -5.49480 -3.87995 1.27641

natural (NBO) population analysis, charges in e, atoms 1 to 2:
1. O -1.05
2. P 1.53